This record from OMol25 describes a 4-piece molecular cluster, C29H72FN11O6P3S overall at a distorted geometry. The level of theory is ωB97M-V with the def2-TZVPD basis set.

Geometry as ORCA input:
```
! RIJCOSX wB97M-V def2-TZVPD def2/J DEFGRID3
* xyz 1 1
C 4.19 -0.56 0.90
C 2.78 -0.74 0.20
C 2.81 -0.22 -1.27
O 1.55 -0.56 -1.99
C 0.68 0.41 -1.70
C 0.70 1.74 -2.32
N -0.07 2.77 -2.15
N -1.02 2.63 -1.24
C -1.16 1.48 -0.56
C -2.30 1.50 0.51
C -1.92 2.65 1.55
C -0.39 2.74 1.81
F -2.48 3.88 1.17
C -0.40 0.28 -0.70
S -0.67 -1.26 0.24
C -2.41 -1.82 0.23
O -0.15 -1.12 1.59
O 0.09 -2.35 -0.38
H 4.87 -1.41 0.65
H 4.02 -0.51 2.00
H 4.63 0.40 0.56
H 2.46 -1.80 0.27
H 2.08 -0.08 0.77
H 2.97 0.89 -1.25
H 3.67 -0.63 -1.84
H 1.52 1.89 -3.07
H -1.65 3.42 -1.08
H -2.34 0.57 1.11
H -3.26 1.80 0.04
H -2.39 2.34 2.51
H 0.06 1.72 1.84
H 0.10 3.40 1.06
H -0.20 3.18 2.82
H -3.05 -1.15 -0.39
H -2.51 -2.90 -0.02
H -2.76 -1.72 1.29
O 7.44 -2.93 -0.35
P 8.31 -4.10 -0.81
N 7.24 -4.68 -2.02
C 5.98 -5.36 -1.79
C 7.15 -3.82 -3.21
N 8.30 -4.94 0.71
C 7.23 -5.81 1.14
C 8.68 -4.08 1.83
N 9.51 -5.32 -1.36
C 10.63 -4.72 -2.09
C 9.19 -6.62 -1.90
H 5.59 -5.77 -2.73
H 5.22 -4.70 -1.36
H 6.10 -6.23 -1.15
H 7.73 -4.26 -4.03
H 7.56 -2.82 -3.02
H 6.12 -3.67 -3.55
H 6.25 -5.32 1.10
H 7.39 -6.15 2.17
H 7.20 -6.73 0.55
H 7.84 -3.47 2.18
H 9.49 -3.40 1.54
H 9.05 -4.67 2.67
H 10.35 -4.45 -3.12
H 11.48 -5.40 -2.13
H 10.97 -3.81 -1.58
H 8.84 -6.57 -2.93
H 8.44 -7.14 -1.30
H 10.08 -7.25 -1.87
O -1.54 9.19 -4.65
P -2.26 8.17 -3.77
N -2.49 6.98 -4.99
C -3.42 7.07 -6.10
C -1.26 6.29 -5.40
N -3.61 9.18 -3.39
C -4.76 9.35 -4.26
C -3.21 10.50 -2.89
N -2.93 7.00 -2.58
C -1.91 6.44 -1.70
C -3.95 6.02 -2.85
H -3.48 6.11 -6.62
H -3.13 7.84 -6.83
H -4.43 7.27 -5.77
H -1.23 5.29 -4.95
H -0.36 6.83 -5.06
H -1.18 6.19 -6.48
H -4.47 9.65 -5.28
H -5.44 10.11 -3.87
H -5.36 8.44 -4.31
H -2.95 11.18 -3.70
H -2.34 10.41 -2.23
H -4.01 10.95 -2.30
H -1.31 5.67 -2.21
H -2.35 6.00 -0.80
H -1.23 7.23 -1.36
H -3.56 5.15 -3.40
H -4.78 6.44 -3.41
H -4.37 5.66 -1.91
O -4.70 -3.35 2.63
P -5.01 -2.96 4.08
N -4.36 -4.37 4.81
C -4.95 -5.70 4.76
C -2.90 -4.45 4.77
N -6.73 -2.90 3.88
C -7.59 -4.07 3.93
C -7.14 -2.07 2.75
N -5.28 -2.30 5.73
C -4.34 -1.23 6.08
C -5.61 -3.08 6.90
H -4.43 -6.37 5.45
H -4.91 -6.13 3.75
H -5.98 -5.71 5.10
H -2.49 -4.20 5.76
H -2.47 -3.74 4.06
H -2.54 -5.44 4.49
H -7.26 -4.85 3.24
H -8.62 -3.80 3.68
H -7.65 -4.47 4.94
H -7.06 -2.61 1.80
H -6.51 -1.17 2.68
H -8.17 -1.72 2.87
H -3.35 -1.63 6.33
H -4.71 -0.64 6.92
H -4.22 -0.54 5.23
H -4.74 -3.61 7.31
H -6.39 -3.81 6.70
H -6.00 -2.42 7.68
*
```

Summary:
Molecular weight   815.0 g/mol
HOMO level   -9.04 eV
LUMO level   -4.910 eV
Total energy   -101316.4009 eV

Löwdin atomic charge list, values in e, 99 entries:
1 C -0.0753
2 C -0.2160
3 C -0.1167
4 O -0.0037
5 C -0.1801
6 C 0.0017
7 N 0.1341
8 N 0.1047
9 C -0.1670
10 C -0.0345
11 C -0.3297
12 C -0.0202
13 F -0.0234
14 C -0.0632
15 S 0.6792
16 C -0.1082
17 O -0.3066
18 O -0.2965
19 H 0.0750
20 H 0.0837
21 H 0.0796
22 H 0.1157
23 H 0.0938
24 H 0.1317
25 H 0.1488
26 H 0.1570
27 H 0.1728
28 H 0.0973
29 H 0.1462
30 H 0.1529
31 H 0.0855
32 H 0.0894
33 H 0.1003
34 H 0.0757
35 H 0.0957
36 H 0.0643
37 O -0.2945
38 P 0.7823
39 N -0.3456
40 C -0.1314
41 C -0.1266
42 N -0.3372
43 C -0.1429
44 C -0.1538
45 N -0.3279
46 C -0.1501
47 C -0.1258
48 H 0.0860
49 H 0.0815
50 H 0.0515
51 H 0.0757
52 H 0.0663
53 H 0.0778
54 H 0.0806
55 H 0.0834
56 H 0.0585
57 H 0.0748
58 H 0.0717
59 H 0.0810
60 H 0.0718
61 H 0.0790
62 H 0.0743
63 H 0.0836
64 H 0.0672
65 H 0.0938
66 O -0.2588
67 P 0.7799
68 N -0.3459
69 C -0.1251
70 C -0.1267
71 N -0.3398
72 C -0.1382
73 C -0.1492
74 N -0.3265
75 C -0.1635
76 C -0.1320
77 H 0.0856
78 H 0.0914
79 H 0.0516
80 H 0.0647
81 H 0.0690
82 H 0.0842
83 H 0.0858
84 H 0.0849
85 H 0.0574
86 H 0.0812
87 H 0.0709
88 H 0.0814
89 H 0.0552
90 H 0.0644
91 H 0.0796
92 H 0.0770
93 H 0.0702
94 H 0.0877
95 O -0.2955
96 P 0.7749
97 N -0.3432
98 C -0.1231
99 C -0.1187

=====

This record from OMol25 describes C29H78Be2N7O10 as an isolated structure at a distorted geometry. The level of theory is ωB97M-V with the def2-TZVPD basis set.

Geometry as ORCA input:
```
! RIJCOSX wB97M-V def2-TZVPD def2/J DEFGRID3
* xyz 3 1
Be -2.92 2.06 -1.73
Be 1.08 3.46 0.09
O -0.73 -0.27 0.20
C -0.23 0.93 0.05
O 0.98 1.12 0.29
O -0.95 1.92 -0.37
H 0.00 -0.86 0.53
C 3.58 -0.87 -1.14
C 4.17 -1.81 -2.20
C 5.59 -1.51 -2.56
O 5.82 -2.11 -3.83
C 7.15 -1.97 -4.28
N 4.08 -3.17 -1.62
H 2.51 -1.04 -0.95
H 3.61 0.18 -1.47
H 4.08 -0.92 -0.17
H 3.49 -1.64 -3.05
H 6.28 -1.80 -1.76
H 5.74 -0.45 -2.80
H 7.41 -0.95 -4.58
H 7.35 -2.72 -5.04
H 7.85 -2.19 -3.46
H 3.10 -3.42 -1.50
H 4.30 -3.78 -2.40
C -1.03 6.46 2.50
C -0.17 5.32 1.98
C -0.39 4.06 2.80
O 0.67 3.22 2.28
C 0.91 2.06 3.08
N -0.65 4.96 0.63
H -1.02 7.36 1.87
H -0.80 6.75 3.52
H -2.08 6.16 2.46
H 0.89 5.52 1.90
H -1.29 3.47 2.61
H -0.31 4.26 3.87
H 1.42 2.36 4.00
H 1.62 1.47 2.51
H 0.01 1.48 3.29
H -0.68 5.86 0.14
H -1.62 4.69 0.68
C -3.04 -5.31 3.19
C -2.83 -4.48 4.45
C -3.58 -3.16 4.39
O -3.20 -2.34 3.31
C -1.94 -1.77 3.21
N -3.29 -5.25 5.61
H -4.10 -5.51 3.01
H -2.47 -6.24 3.21
H -2.73 -4.78 2.28
H -1.75 -4.33 4.57
H -3.43 -2.63 5.34
H -4.65 -3.35 4.33
H -1.13 -2.50 3.29
H -1.82 -1.13 4.11
H -1.84 -1.16 2.32
H -3.41 -4.61 6.39
H -2.58 -5.91 5.92
C -4.89 0.38 1.66
C -4.07 0.59 0.39
C -3.82 -0.68 -0.37
O -2.87 -0.37 -1.36
C -2.39 -1.57 -2.00
N -4.78 1.52 -0.50
H -4.41 -0.36 2.31
H -5.81 -0.15 1.40
H -5.08 1.28 2.25
H -3.09 0.97 0.71
H -4.72 -1.14 -0.79
H -3.45 -1.39 0.38
H -1.56 -1.36 -2.65
H -3.22 -2.04 -2.54
H -2.09 -2.25 -1.20
H -5.10 2.31 0.07
H -5.67 1.06 -0.70
C -0.57 -4.07 0.20
C 0.84 -3.68 -0.23
C 1.64 -3.15 0.95
O 1.13 -1.86 1.28
C 1.75 -1.41 2.48
N 1.49 -4.81 -0.87
H -1.02 -3.36 0.90
H -0.57 -5.02 0.74
H -1.24 -4.08 -0.65
H 0.82 -2.86 -0.96
H 2.70 -3.03 0.70
H 1.62 -3.85 1.79
H 1.33 -1.99 3.31
H 1.51 -0.40 2.79
H 2.83 -1.51 2.42
H 1.50 -5.68 -0.36
H 1.08 -5.00 -1.78
C 4.17 2.05 1.49
C 4.24 3.51 1.07
C 4.36 3.69 -0.42
O 3.29 2.95 -1.01
C 3.26 3.04 -2.43
N 3.06 4.28 1.53
H 4.96 1.42 1.10
H 3.18 1.63 1.29
H 4.21 2.04 2.59
H 5.08 3.99 1.57
H 5.33 3.28 -0.71
H 4.29 4.74 -0.71
H 2.39 2.50 -2.78
H 4.14 2.61 -2.91
H 3.19 4.07 -2.78
H 3.15 5.28 1.36
H 3.13 4.25 2.54
C -4.47 0.38 -5.59
C -3.69 0.61 -4.30
C -2.20 0.68 -4.59
O -1.52 0.89 -3.35
C -0.10 0.94 -3.56
N -4.16 1.95 -3.81
H -5.56 0.35 -5.51
H -4.28 -0.67 -5.85
H -4.15 0.99 -6.42
H -3.81 -0.10 -3.48
H -1.95 1.48 -5.29
H -1.90 -0.27 -5.04
H 0.22 -0.03 -3.92
H 0.33 1.10 -2.57
H 0.19 1.76 -4.22
H -5.16 1.81 -3.71
H -4.07 2.58 -4.60
*
```

Summary:
Molecular weight   703.0 g/mol
HOMO level   -14.00 eV
Relative energy (zero: lowest compared OMol25 entry of this formula, charge and spin)   0.0 kcal/mol
LUMO level   -9.790 eV
Total energy   -63019.3023 eV

Löwdin atomic charge list, values in e, 99 entries:
1 Be 0.9549
2 Be 0.9308
3 O 0.1256
4 C -0.7416
5 O 0.0225
6 O -0.0797
7 H 0.1038
8 C -0.0675
9 C -0.4267
10 C -0.2119
11 O -0.1908
12 C -0.1051
13 N 0.0648
14 H 0.0529
15 H 0.0589
16 H 0.0820
17 H 0.1353
18 H 0.1371
19 H 0.1220
20 H 0.0881
21 H 0.0941
22 H 0.0893
23 H 0.0177
24 H 0.0875
25 C -0.0252
26 C -0.4024
27 C -0.1357
28 O -0.2825
29 C -0.0631
30 N 0.0747
31 H 0.0949
32 H 0.1018
33 H 0.0964
34 H 0.1200
35 H 0.1402
36 H 0.1506
37 H 0.1178
38 H 0.0354
39 H 0.1078
40 H 0.1066
41 H 0.0969
42 C -0.0543
43 C -0.4512
44 C -0.1908
45 O -0.2110
46 C -0.1173
47 N 0.0432
48 H 0.0888
49 H 0.0832
50 H 0.0518
51 H 0.1279
52 H 0.1292
53 H 0.1397
54 H 0.0786
55 H 0.0986
56 H 0.0619
57 H 0.0713
58 H 0.0821
59 C -0.0166
60 C -0.4371
61 C -0.1944
62 O -0.2581
63 C -0.0313
64 N 0.0923
65 H 0.0793
66 H 0.1063
67 H 0.0951
68 H 0.1204
69 H 0.1562
70 H 0.1412
71 H 0.0918
72 H 0.1128
73 H 0.0750
74 H 0.1043
75 H 0.1228
76 C -0.0519
77 C -0.4255
78 C -0.1729
79 O -0.2405
80 C -0.0633
81 N 0.0480
82 H 0.0575
83 H 0.0900
84 H 0.0694
85 H 0.1307
86 H 0.1153
87 H 0.1460
88 H 0.1007
89 H 0.0592
90 H 0.1085
91 H 0.0963
92 H 0.0912
93 C -0.0220
94 C -0.3878
95 C -0.1728
96 O -0.2261
97 C -0.0711
98 N 0.0714
99 H 0.1023

=====

This record from OMol25 describes C29H7Cl3F15GeN5O5S2Zn as an isolated structure. The level of theory is ωB97M-V with the def2-TZVPD basis set.

Geometry as ORCA input:
```
! RIJCOSX wB97M-V def2-TZVPD def2/J DEFGRID3
* xyz -2 1
Zn 0.31 -4.14 0.08
O 0.31 -3.21 3.94
C 0.46 -3.36 2.74
O -0.33 -3.97 1.93
C 1.74 -2.80 2.10
C 2.61 -2.01 2.82
C 3.71 -1.49 2.17
C 3.91 -1.77 0.83
C 3.00 -2.57 0.18
N 1.94 -3.08 0.81
H 2.38 -1.81 3.86
H 4.40 -0.84 2.70
H 4.74 -1.35 0.28
H 3.07 -2.81 -0.88
F -2.41 3.21 -1.38
C -2.80 2.81 -0.16
C -1.88 2.47 0.81
C -2.41 2.17 2.06
F -1.61 1.92 3.10
C -3.77 2.14 2.31
F -4.24 1.84 3.52
C -4.66 2.43 1.29
F -5.98 2.41 1.51
C -4.17 2.79 0.05
F -5.03 3.11 -0.93
Ge 0.09 2.16 0.53
S 0.77 0.38 1.39
C 0.44 2.25 -1.44
C 1.52 2.91 -1.99
F 2.32 3.67 -1.21
C 1.85 2.83 -3.32
F 2.91 3.49 -3.81
C 1.08 2.06 -4.17
F 1.38 1.99 -5.47
C -0.01 1.38 -3.67
F -0.77 0.66 -4.49
C -0.30 1.48 -2.32
F -1.37 0.80 -1.89
C 0.80 3.92 1.20
C 0.20 5.11 0.82
F -0.83 5.09 -0.04
C 0.62 6.35 1.26
F 0.01 7.47 0.86
C 1.69 6.42 2.13
F 2.12 7.61 2.57
C 2.33 5.27 2.53
F 3.38 5.34 3.36
C 1.88 4.04 2.07
F 2.56 2.97 2.48
C -0.62 -3.13 -3.88
S 0.39 -2.70 -2.50
O 1.54 -3.58 -2.50
O 0.68 -1.29 -2.62
O -0.50 -3.01 -1.33
H -0.05 -2.95 -4.78
H -1.51 -2.51 -3.86
H -0.88 -4.19 -3.80
Cl -2.40 -1.63 2.76
C -3.36 -1.87 1.32
Cl -5.08 -1.47 1.66
Cl -2.77 -0.85 0.01
C -3.31 -3.26 0.87
N -3.29 -4.36 0.53
N 0.47 -6.01 -0.52
C 0.55 -7.05 -1.02
N 0.65 -8.14 -1.69
C 0.72 -9.32 -1.10
N 0.80 -10.40 -0.69
*
```

Summary:
Molecular weight   1098.9 g/mol
HOMO level   -3.26 eV
Relative energy (zero: lowest compared OMol25 entry of this formula, charge and spin)   2.2 kcal/mol
LUMO level   3.718 eV
Total energy   -252812.4104 eV

Charges computed using Löwdin, reported in e:
1 Zn 0.6736
2 O 0.0209
3 C -0.6285
4 O -0.1168
5 C -0.2094
6 C -0.0446
7 C -0.0744
8 C -0.0565
9 C -0.0968
10 N 0.0671
11 H 0.1188
12 H 0.1064
13 H 0.1024
14 H 0.1004
15 F 0.0875
16 C -0.2429
17 C -0.1400
18 C -0.2587
19 F 0.0668
20 C -0.1630
21 F 0.1021
22 C -0.1537
23 F 0.1082
24 C -0.1488
25 F 0.1044
26 Ge 0.5237
27 S 0.2119
28 C -0.1164
29 C -0.2117
30 F 0.0806
31 C -0.1436
32 F 0.0972
33 C -0.1351
34 F 0.1111
35 C -0.1625
36 F 0.1174
37 C -0.2532
38 F 0.0472
39 C -0.1118
40 C -0.2242
41 F 0.0897
42 C -0.1465
43 F 0.1019
44 C -0.1444
45 F 0.1082
46 C -0.1445
47 F 0.1033
48 C -0.2316
49 F 0.0793
50 C -0.1427
51 S 0.4025
52 O -0.3594
53 O -0.3037
54 O -0.4199
55 H 0.0623
56 H 0.0633
57 H 0.0633
58 Cl 0.6999
59 C -1.5694
60 Cl 0.5815
61 Cl 0.7047
62 C -0.3979
63 N 0.2019
64 N 0.1184
65 C -0.3321
66 N 0.0491
67 C -0.4410
68 N 0.0488

=====

This record from OMol25 describes a 10-piece molecular cluster, C29H80N2O10 overall at a distorted geometry. The level of theory is ωB97M-V with the def2-TZVPD basis set.

Geometry as ORCA input:
```
! RIJCOSX wB97M-V def2-TZVPD def2/J DEFGRID3
* xyz 0 1
C 11.31 18.34 11.80
C 12.17 17.41 11.07
C 13.58 17.33 11.76
O 14.24 18.52 11.78
C 15.10 18.61 10.59
N 11.47 16.08 11.06
H 11.79 19.35 11.99
H 11.08 17.87 12.76
H 10.29 18.38 11.36
H 12.29 17.76 10.06
H 14.19 16.47 11.42
H 13.36 17.09 12.82
H 14.53 18.49 9.69
H 15.92 17.86 10.67
H 15.68 19.53 10.60
H 11.33 15.81 12.03
H 12.04 15.32 10.64
C 12.66 11.65 6.76
C 11.28 12.30 7.17
C 10.62 11.34 8.14
O 9.47 11.85 8.77
C 8.20 11.71 8.25
N 11.57 13.59 7.81
H 12.57 10.89 6.01
H 13.08 11.29 7.72
H 13.30 12.42 6.29
H 10.66 12.42 6.25
H 11.33 11.10 8.92
H 10.43 10.39 7.58
H 7.54 12.33 8.95
H 7.90 10.66 8.32
H 7.98 12.01 7.23
H 11.90 14.25 7.15
H 10.73 13.84 8.36
C 12.47 9.87 14.82
C 12.56 8.34 14.66
O 13.73 8.08 13.86
H 13.39 10.26 15.30
H 11.61 10.14 15.41
H 12.39 10.21 13.83
H 11.70 7.95 14.15
H 12.66 7.95 15.67
H 13.69 7.19 13.45
C 10.20 17.94 7.69
C 10.77 16.71 7.03
O 9.62 15.83 6.77
H 9.26 18.24 7.21
H 10.77 18.85 7.83
H 9.89 17.62 8.66
H 11.61 16.25 7.63
H 11.23 16.91 6.10
H 9.12 15.79 7.60
C 14.31 13.10 11.84
C 13.28 12.76 10.77
O 13.31 13.90 9.92
H 13.96 13.98 12.38
H 15.31 13.40 11.33
H 14.45 12.30 12.57
H 12.22 12.68 11.19
H 13.52 11.84 10.14
H 12.71 13.64 9.18
C 17.14 15.69 8.20
C 15.74 16.14 7.85
C 15.60 17.07 6.68
O 15.02 14.88 7.43
H 17.22 15.04 9.10
H 17.71 16.59 8.46
H 17.65 15.22 7.38
H 15.21 16.50 8.69
H 14.56 17.20 6.37
H 16.04 16.63 5.80
H 16.02 18.07 6.90
H 15.05 14.27 8.16
C 16.15 10.54 10.16
C 16.73 9.08 10.31
C 15.86 8.27 11.23
O 16.68 8.44 8.96
H 15.87 11.01 11.09
H 15.32 10.45 9.48
H 16.95 11.18 9.67
H 17.77 9.12 10.69
H 14.81 8.27 10.84
H 15.84 8.65 12.24
H 16.21 7.24 11.22
H 17.48 8.75 8.56
C 12.09 16.85 16.70
C 10.98 16.03 16.07
C 9.91 16.80 15.36
O 11.64 15.32 15.04
H 12.87 16.09 17.07
H 11.71 17.38 17.57
H 12.56 17.59 16.05
H 10.53 15.33 16.77
H 9.50 17.69 15.96
H 9.06 16.17 15.21
H 10.30 17.28 14.47
H 11.17 14.46 14.94
C 16.15 16.26 14.78
C 16.32 15.16 15.82
C 15.22 14.17 15.89
O 17.59 14.47 15.73
H 16.19 15.77 13.77
H 17.02 16.86 14.81
H 15.24 16.88 14.89
H 16.41 15.61 16.82
H 15.44 13.27 16.43
H 14.87 13.96 14.87
H 14.35 14.66 16.31
H 17.74 14.31 14.76
C 8.27 13.76 11.36
C 7.97 14.78 10.19
C 7.31 16.05 10.87
O 9.10 15.33 9.47
H 8.64 14.36 12.18
H 8.89 12.95 11.06
H 7.28 13.49 11.69
H 7.32 14.24 9.43
H 6.31 15.86 11.31
H 7.20 16.87 10.16
H 8.07 16.40 11.60
H 9.78 15.46 10.16
*
```

Summary:
Molecular weight   617.0 g/mol
HOMO level   -9.08 eV
SMILES   COC[C@H](C)N.COC[C@H](C)N.CC(C)O.CC(C)O.CC(C)O.CC(C)O.CC(C)O.CCO.CCO.CCO
Relative energy (zero: lowest compared OMol25 entry of this formula, charge and spin)   35.2 kcal/mol
LUMO level   0.304 eV
Total energy   -54821.9178 eV

Löwdin atomic charge list, values in e, 99 entries:
1 C -0.0720
2 C -0.4071
3 C -0.2530
4 O -0.1697
5 C -0.0554
6 N 0.0677
7 H 0.1159
8 H 0.0440
9 H 0.0881
10 H 0.1145
11 H 0.1204
12 H 0.1217
13 H 0.0650
14 H 0.0936
15 H 0.0866
16 H 0.0732
17 H 0.0633
18 C -0.0336
19 C -0.3877
20 C -0.2032
21 O -0.1964
22 C -0.1199
23 N 0.0649
24 H 0.0573
25 H 0.0667
26 H 0.0809
27 H 0.1452
28 H 0.1104
29 H 0.1463
30 H 0.0891
31 H 0.0859
32 H 0.0929
33 H 0.0654
34 H 0.0871
35 C -0.0836
36 C -0.3031
37 O -0.1093
38 H 0.0897
39 H 0.0678
40 H 0.0437
41 H 0.1047
42 H 0.1016
43 H 0.0957
44 C -0.0895
45 C -0.2857
46 O -0.1106
47 H 0.0867
48 H 0.0674
49 H 0.0379
50 H 0.1023
51 H 0.0892
52 H 0.0418
53 C -0.1012
54 C -0.3261
55 O -0.1690
56 H 0.0490
57 H 0.1064
58 H 0.0605
59 H 0.1298
60 H 0.1022
61 H 0.0279
62 C -0.0597
63 C -0.4343
64 C -0.0537
65 O -0.0929
66 H 0.0882
67 H 0.0784
68 H 0.0738
69 H 0.0903
70 H 0.0754
71 H 0.0793
72 H 0.0861
73 H 0.0372
74 C -0.0517
75 C -0.4352
76 C -0.0846
77 O -0.0645
78 H 0.0435
79 H 0.0546
80 H 0.0959
81 H 0.1370
82 H 0.1007
83 H 0.0630
84 H 0.0809
85 H 0.0580
86 C -0.0498
87 C -0.5160
88 C -0.0586
89 O -0.0878
90 H 0.0891
91 H 0.0772
92 H 0.0795
93 H 0.1348
94 H 0.1097
95 H 0.0646
96 H 0.0473
97 H 0.1154
98 C -0.0410
99 C -0.5139